# 1
Molecular formula: C4H4N2O2
Method: DFT, the ωB97M-V functional and the def2-TZVPD basis

Summary:
LUMO level: 0.0187 hartree
E_tot: -414.63457 hartree
relative energy (zero: lowest compared OMol25 entry of this formula, charge and spin): 555.6 kJ/mol
spin multiplicity: 1
orbital gap: 0.3816 Eh
total charge: 0

The geometry in XYZ format:
```
12
Properties=species:S:1:pos:R:3:nbo_charge:R:1
C -0.75545 -1.22552 0.58970 0.767
C 1.08544 0.93199 0.41001 0.012
C 0.56514 0.07319 -0.71084 -0.157
C -0.84723 -0.14685 -0.40375 -0.194
H 1.75078 1.75595 0.44835 0.216
H 1.17152 -0.78123 -0.76625 0.223
H -0.73803 1.03921 -1.98971 0.374
H -1.40926 0.68506 0.11199 0.221
N 0.75579 0.51443 1.60485 -0.061
N -0.45203 0.12085 -1.74330 -0.505
O -1.24114 -2.24739 0.85755 -0.489
O 0.11448 -0.71969 1.59138 -0.406
```



# 2
Molecular formula: C5H11NO
Method: DFT, the ωB97M-V functional and the def2-TZVPD basis

Summary:
LUMO level: 0.0413 hartree
E_tot: -327.05045 hartree
relative energy (zero: lowest compared OMol25 entry of this formula, charge and spin): 212.4 kJ/mol
spin multiplicity: 1
orbital gap: 0.3885 Eh
total charge: 0

The geometry in XYZ format:
```
18
Properties=species:S:1:pos:R:3:nbo_charge:R:1
C 1.91013 0.44842 -1.25569 -0.617
C 1.06813 -0.48928 -0.42718 -0.070
C 1.27305 -0.60478 1.03690 -0.252
N 0.13623 0.12471 0.50775 -0.442
C -1.17011 -0.46518 0.77546 -0.246
C -2.30232 0.36180 0.09112 -0.065
O -1.81154 1.42157 -0.69059 -0.723
H 1.34869 0.82400 -2.11737 0.219
H 2.81371 -0.05331 -1.62092 0.214
H 2.21976 1.30576 -0.64819 0.215
H 0.73802 -1.40377 -0.92605 0.193
H 2.03304 -0.01131 1.54085 0.201
H 1.07630 -1.57828 1.48685 0.191
H -1.23631 -1.52103 0.46518 0.173
H -1.26282 -0.44889 1.86943 0.198
H -2.88906 -0.26823 -0.58681 0.167
H -3.01713 0.74010 0.84379 0.156
H -0.92778 1.61772 -0.34454 0.485
```



# 3
Molecular formula: C4H4N2O
Method: DFT, the ωB97M-V functional and the def2-TZVPD basis

Summary:
LUMO level: 0.0160 hartree
E_tot: -339.31043 hartree
relative energy (zero: lowest compared OMol25 entry of this formula, charge and spin): 712.1 kJ/mol
spin multiplicity: 1
orbital gap: 0.3165 Eh
total charge: 0

The geometry in XYZ format:
```
11
Properties=species:S:1:pos:R:3:nbo_charge:R:1
C 0.63536 1.07119 -0.64012 -0.132
C -0.61904 1.22345 -0.08192 0.015
C -1.18996 0.27058 0.81484 0.009
C 0.24894 -1.01174 0.19748 0.435
N 1.16813 -0.14228 -0.17392 -0.550
N -1.99410 1.03883 -0.08535 -0.576
O 0.76278 -1.99394 0.96402 -0.700
H 0.99345 1.68889 -1.41593 0.213
H 2.13780 -0.23988 -0.18500 0.404
H -2.17358 0.57348 -0.90051 0.365
H 0.03022 -2.47859 1.50640 0.518
```



# 4
Molecular formula: C28H39BN14O4Zr
Method: DFT, the ωB97M-V functional and the def2-TZVPD basis

Summary:
LUMO level (spin up / spin down): -0.2853 / -0.4291 hartree
E_tot: -2229.13762 hartree
relative energy (zero: lowest compared OMol25 entry of this formula, charge and spin): 167.3 kJ/mol
spin multiplicity: 2
<S²>: 0.76
orbital gap (spin up / spin down): 0.2916 / 0.1477 Eh
total charge: +3

The geometry in XYZ format:
```
87
Properties=species:S:1:pos:R:3:lowdin_charge:R:1
Zr 0.97509 0.30990 -0.16720 1.890
C 1.47509 2.52740 -3.17450 0.006
C 0.14849 2.48590 -2.51740 -0.277
C -1.03341 3.15200 -2.89120 0.039
C -1.93421 2.87830 -1.89190 -0.029
N -1.33341 2.09060 -0.96960 0.028
N -0.06211 1.82780 -1.37300 -0.052
B -1.74951 1.87780 0.51190 -0.634
N -1.99271 0.39190 0.76500 0.036
C -3.05631 -0.30740 1.19650 -0.021
C -2.66121 -1.61070 1.40300 0.027
C -1.30291 -1.64480 1.06320 -0.304
C -0.37921 -2.81250 1.09720 -0.002
N -0.91861 -0.42590 0.67210 -0.059
N -0.54261 2.33060 1.38860 0.025
C -0.58001 3.10690 2.49280 -0.028
C 0.70259 3.47810 2.81660 0.042
C 1.51839 2.87720 1.84570 -0.279
C 2.98269 3.03910 1.64900 -0.001
N 0.75229 2.17480 0.99940 -0.042
N -2.93581 2.77200 0.82940 0.069
C -2.86401 4.15180 0.79870 0.008
C -4.08861 4.63910 1.13140 0.075
C -4.89751 3.48020 1.34560 -0.199
C -6.31161 3.44220 1.70370 0.039
N -4.14651 2.37800 1.15140 0.214
H 1.81649 3.56160 -3.22620 0.106
H 1.41229 2.16240 -4.19900 0.103
H 2.20709 1.93800 -2.61830 0.068
H -1.19641 3.76050 -3.75590 0.125
H -2.96211 3.16970 -1.80490 0.134
H -4.01361 0.15760 1.31070 0.108
H -3.25621 -2.42340 1.76290 0.121
H -0.30411 -3.19810 2.11450 0.105
H 0.61909 -2.53470 0.73840 0.045
H -0.78131 -3.61630 0.48200 0.092
H -1.49521 3.36600 2.98630 0.136
H 1.01269 4.10840 3.62320 0.127
H 3.22179 4.10200 1.62010 0.105
H 3.30269 2.59070 0.70420 0.071
H 3.54969 2.60810 2.47650 0.096
H -1.94781 4.64920 0.55210 0.154
H -4.40301 5.66030 1.20050 0.138
H -6.78151 4.40680 1.52070 0.112
H -6.43851 3.21090 2.76910 0.133
H -6.83031 2.63900 1.17910 0.116
N 2.68279 -2.52710 -0.80140 0.083
C 1.81329 -2.66910 -1.97450 -0.298
C 2.51419 -3.01450 -3.30000 -0.120
C 1.63499 -2.84490 -4.54380 -0.153
C 0.38519 -3.72400 -4.60700 -0.148
N -0.64921 -3.18580 -3.73190 0.091
C -1.85411 -3.68840 -3.50260 -0.418
N -2.31601 -4.74250 -4.16300 0.239
N -2.58561 -3.10770 -2.54340 0.214
C 1.15949 -1.28840 -1.94890 -0.642
O -0.06651 -1.17960 -1.65490 -0.059
O 1.87719 -0.26680 -2.00000 -0.079
H 3.47639 -1.92600 -1.03120 0.098
H 3.05849 -3.42150 -0.49890 0.114
H 1.04909 -3.41980 -1.74070 0.148
H 2.86969 -4.04490 -3.24410 0.132
H 3.38329 -2.36540 -3.41810 0.131
H 2.25659 -3.09220 -5.40430 0.132
H 1.33739 -1.79940 -4.65240 0.125
H 0.62789 -4.75240 -4.31470 0.140
H 0.01839 -3.73930 -5.63920 0.136
H -0.41051 -2.35260 -3.20840 0.103
H -1.78281 -5.17050 -4.90280 0.131
H -3.23511 -5.11610 -3.98160 0.143
H -2.21401 -2.31310 -2.04630 0.104
H -3.53951 -3.37760 -2.37390 0.133
O 2.99489 0.34150 0.10940 -0.259
N 3.46939 0.03250 1.27240 0.078
N 2.58619 -0.33750 2.09480 -0.144
O 1.33199 -0.41940 1.70140 -0.227
C 2.90039 -0.60630 3.43270 -0.177
C 1.85609 -0.74760 4.35060 -0.002
C 2.15819 -0.96520 5.67990 -0.047
C 3.48519 -1.05020 6.09480 -0.030
C 4.51909 -0.90990 5.17220 -0.038
C 4.23719 -0.68620 3.83930 0.004
H 0.82979 -0.66110 4.02080 0.114
H 1.35709 -1.04860 6.39650 0.117
H 3.71149 -1.20620 7.13870 0.122
H 5.54719 -0.96270 5.49580 0.123
H 5.02929 -0.57270 3.11650 0.118
```



# 5
Molecular formula: C5H13NO2
Method: DFT, the ωB97M-V functional and the def2-TZVPD basis

Summary:
LUMO level (spin up / spin down): -0.1703 / -0.2813 hartree
E_tot: -403.13748 hartree
relative energy (zero: lowest compared OMol25 entry of this formula, charge and spin): 279.1 kJ/mol
spin multiplicity: 2
<S²>: 0.77
orbital gap (spin up / spin down): 0.3584 / 0.2475 Eh
total charge: +1

The geometry in XYZ format:
```
21
Properties=species:S:1:pos:R:3:nbo_charge:R:1
C 0.39056 0.84871 -0.77975 -0.632
C 1.73594 0.01172 -0.77668 -0.507
C 1.72885 -0.78880 0.50067 0.295
C 2.63376 -1.82592 0.71161 -0.120
C -0.44437 -1.27032 1.40980 0.034
N 0.66107 -0.61385 1.32778 -0.275
H 0.41613 1.84184 -0.17146 0.259
H 0.12499 1.20871 -1.77629 0.255
H -0.41768 0.27868 -0.29028 0.198
H 2.63085 0.58941 -0.72723 0.273
H 1.96440 -0.43401 -1.73728 0.288
H 3.38934 -2.06573 -0.08690 0.242
H 2.62392 -2.35081 1.63194 0.222
H -1.11133 -0.81869 2.17307 0.230
H -0.81466 -1.95598 0.64613 0.227
H -3.50768 1.40585 -1.42324 0.469
H -3.47016 -0.00822 -1.50757 0.469
O -2.81331 0.66018 -1.62195 -0.930
H -1.39937 1.35316 1.27329 0.446
H -2.49532 1.83218 0.28222 0.479
O -1.82593 2.10189 0.94211 -0.924
```



# 6
Molecular formula: C6H6Cl2
Method: DFT, the ωB97M-V functional and the def2-TZVPD basis

Summary:
LUMO level: 0.0085 hartree
E_tot: -1152.47591 hartree
relative energy (zero: lowest compared OMol25 entry of this formula, charge and spin): 304.9 kJ/mol
spin multiplicity: 1
orbital gap: 0.3487 Eh
total charge: 0

The geometry in XYZ format:
```
14
Properties=species:S:1:pos:R:3:nbo_charge:R:1
C 0.40250 -1.32340 -0.61461 -0.109
C -0.75436 -0.90443 -0.02256 -0.029
C 1.00014 -0.09227 -1.23652 -0.477
C -0.77794 0.54471 0.31071 -0.320
C -1.12523 -0.54093 1.34969 -0.167
C 0.57363 1.00076 -0.22160 -0.170
Cl -2.85018 -0.37082 1.87845 -0.064
Cl 1.70162 1.13571 1.13976 -0.075
H 0.69959 -2.27143 -0.63535 0.211
H 2.05919 0.11831 -1.49740 0.241
H 0.58810 0.14852 -2.16618 0.232
H -1.56864 1.16507 0.04566 0.239
H -0.62659 -0.71500 2.28905 0.247
H 0.67814 2.10520 -0.61913 0.243
```



# 7
Molecular formula: C6H28NO9
Method: DFT, the ωB97M-V functional and the def2-TZVPD basis

Summary:
LUMO level: 0.1100 hartree
E_tot: -977.30558 hartree
relative energy (zero: lowest compared OMol25 entry of this formula, charge and spin): 203.5 kJ/mol
spin multiplicity: 1
orbital gap: 0.3382 Eh
total charge: -1

The geometry in XYZ format:
```
44
Properties=species:S:1:pos:R:3:nbo_charge:R:1
C -3.43710 -0.02837 1.49998 -0.413
N -2.30463 -0.90739 1.70612 -0.647
C -1.10972 -0.43659 0.92350 -0.072
C -0.67358 -1.60789 0.00840 -0.482
C -1.62086 -1.91548 -1.10217 -0.129
C -2.28277 -3.04947 -1.32269 -0.422
C 0.00972 -0.09230 1.87753 -0.073
O 1.03467 0.69125 1.34567 -0.795
H -4.08633 -0.44958 0.72282 0.181
H -3.18705 1.02684 1.35037 0.193
H -4.01193 0.08560 2.44523 0.190
H -1.95853 -1.08473 2.63619 0.360
H -1.48910 0.34339 0.25259 0.195
H -0.57859 -2.54262 0.59006 0.229
H 0.34414 -1.57169 -0.40743 0.226
H -1.94415 -1.00740 -1.60942 0.169
H -3.00513 -2.87749 -2.12645 0.180
H -2.02851 -4.08618 -1.17124 0.203
H -0.24600 0.37823 2.84982 0.161
H 0.41052 -1.00977 2.32812 0.164
H -0.24205 3.08651 -2.98272 0.464
H -0.04923 2.67006 -1.49918 0.517
O -0.41375 3.36644 -2.08799 -1.013
H 1.50257 3.20165 0.63245 0.479
H 0.66679 4.36427 0.16447 0.476
O 1.30428 4.12202 0.84557 -0.956
H 3.11875 -0.07407 0.94160 0.515
H 4.12121 -0.87147 0.11141 0.481
O 3.59477 -0.93919 0.90945 -1.016
H 3.68371 -1.26552 -2.62121 0.453
H 3.49247 0.15227 -2.29855 0.495
O 4.16583 -0.43852 -2.68874 -0.954
H 3.72683 1.96527 -0.21733 0.467
H 2.49891 1.12477 -0.67852 0.507
O 3.48950 1.05505 -0.42545 -1.039
H 0.91037 1.00557 0.41947 0.518
H 0.89583 0.49436 -1.78252 0.440
O 1.03854 1.28101 -1.28548 -1.257
H 2.51489 -2.96783 1.71375 0.485
H 1.39563 -2.06058 1.28496 0.482
O 1.57243 -2.96689 1.54044 -0.966
H -3.29405 2.01358 -1.04614 0.486
H -3.57160 0.47734 -0.89408 0.472
O -3.95768 1.34550 -0.85267 -0.954
```



# 8
Molecular formula: C22H30N4O4
Method: DFT, the ωB97M-V functional and the def2-TZVPD basis

Summary:
LUMO level: 0.0244 hartree
E_tot: -1376.31584 hartree
relative energy (zero: lowest compared OMol25 entry of this formula, charge and spin): 316.4 kJ/mol
spin multiplicity: 1
orbital gap: 0.3424 Eh
total charge: 0

The geometry in XYZ format:
```
60
Properties=species:S:1:pos:R:3:nbo_charge:R:1
C 3.89441 2.30097 -0.77334 -0.244
O 4.25794 1.65055 0.41834 -0.563
C 5.40462 2.21989 1.01714 -0.050
C 5.71715 1.51540 2.33729 -0.513
C 4.63573 1.83563 3.36138 0.691
O 4.68742 2.87022 4.00191 -0.643
N 3.64254 0.93721 3.53818 -0.440
C 3.42369 -0.25878 2.74648 -0.222
H 3.85515 -0.11296 1.75692 0.233
C 1.92293 -0.51699 2.58331 -0.444
H 1.50017 -1.01786 3.45543 0.208
H 1.75353 -1.15939 1.71901 0.228
C 1.22736 0.83635 2.40244 0.093
C 1.29049 1.60168 3.73074 -0.411
H 0.42133 1.32911 4.33003 0.219
C 2.58271 1.24238 4.47789 -0.232
H 2.91770 2.07930 5.09148 0.256
H 2.43119 0.37068 5.12092 0.189
H 1.24817 2.67294 3.53730 0.216
H 1.75578 1.40678 1.62723 0.188
O -0.14049 0.70060 2.05708 -0.509
C -0.48969 0.41960 0.77666 0.407
C 0.39210 0.21279 -0.28175 -0.358
C -0.09988 -0.05833 -1.54401 -0.078
C -1.46580 -0.11445 -1.79294 -0.197
C -2.34420 0.07655 -0.72868 -0.172
C -1.86409 0.33546 0.53603 -0.291
H -2.53513 0.47951 1.36871 0.222
H -3.41128 -0.00780 -0.87679 0.207
C -1.92132 -0.45178 -3.17106 0.673
O -1.27556 -1.16914 -3.91043 -0.624
N -3.08383 0.13556 -3.55191 -0.613
H -3.58509 0.70584 -2.88994 0.389
C -3.80102 -0.28765 -4.73021 -0.219
H -4.01372 0.57551 -5.36983 0.194
H -3.13501 -0.97250 -5.25957 0.236
C -5.10875 -1.00238 -4.34988 -0.425
C -4.83787 -2.05306 -3.32583 -0.124
C -5.10183 -2.00338 -1.97260 -0.071
N -4.61162 -3.13603 -1.42851 -0.160
N -4.04301 -3.91021 -2.34411 -0.254
C -4.16504 -3.27557 -3.49273 -0.060
H -3.77460 -3.70359 -4.39345 0.212
C -4.62174 -3.51876 -0.04737 -0.406
H -4.22781 -4.53070 0.01686 0.237
H -5.63772 -3.49605 0.35116 0.203
H -3.99042 -2.85000 0.54311 0.205
H -5.61434 -1.27043 -1.38014 0.209
H -5.54132 -1.44531 -5.24866 0.223
H -5.81992 -0.27675 -3.94626 0.202
H 0.57777 -0.23587 -2.36550 0.225
H 1.45948 0.25286 -0.13428 0.218
H 3.90356 -1.12162 3.22777 0.192
H 6.64722 1.93617 2.72183 0.246
H 5.84757 0.44722 2.18119 0.217
H 6.26144 2.12785 0.33102 0.171
H 5.23267 3.28909 1.21087 0.181
H 3.64527 3.35294 -0.58886 0.172
H 3.02042 1.78497 -1.16608 0.193
H 4.70460 2.25573 -1.51100 0.170
```